No. 1
Formula: C3H7N2
Source: OMol25
Level of theory: ωB97M-V/def2-TZVPD

Calculated values
F_max = 4.53 eV Å⁻¹
energy above the lowest of the compared OMol25 structures with the same formula, charge and spin = 6.452 eV
LUMO energy = -0.1769 hartree
charge = +1
electronic energy = -227.51724 hartree
E_HOMO = -13.5806 eV
Kohn-Sham gap = 8.8 eV

Structure (XYZ):
```
12
Properties=species:S:1:pos:R:3:forces:R:3:lowdin_charge:R:1
H -0.11559 -0.22828 -2.43781 -1.2 0.0 0.9 0.0904
N -0.44506 0.97380 0.94994 -2.7 0.0 -0.5 0.1704
H -1.24207 -1.30109 0.45899 -2.0 0.3 -0.1 0.1240
H -1.36959 1.63358 0.58438 3.8 -2.4 0.4 0.2815
H 0.04635 -1.10832 1.70617 -0.4 0.0 0.4 0.1395
C -0.40143 -0.76377 0.78100 2.4 3.1 0.6 0.0231
H 0.55367 1.29117 0.94842 -0.6 -0.1 -2.7 0.1676
N 0.58920 -0.73529 -0.20277 0.1 0.5 -3.7 -0.1907
H -0.39074 1.28183 1.87444 -1.7 -0.3 3.4 0.0864
H 1.27777 0.65123 -1.88707 0.6 0.0 0.9 0.0865
C 0.57626 -0.11783 -1.60359 0.9 -2.0 0.0 -0.1061
C 0.92124 -1.57703 -1.17212 0.6 0.7 0.3 0.1274
```
Forces are in eV/Å.

***

No. 2
Formula: C13H28N3O3PSi
Source: OMol25
Level of theory: ωB97M-V/def2-TZVPD

Calculated values
F_max = 8.56 eV Å⁻¹
LUMO energy = 0.0141 hartree
electronic energy = -1532.78343 hartree
E_HOMO = -7.8058 eV
Kohn-Sham gap = 8.2 eV

Structure (XYZ):
```
49
Properties=species:S:1:pos:R:3:forces:R:3:lowdin_charge:R:1
H 3.29663 -1.64180 -0.01265 -1.5 2.1 0.3 0.1068
C -5.50770 -0.07735 0.03662 -0.3 -0.8 1.1 -0.2447
H 6.93435 1.73572 5.06657 0.1 0.0 -0.2 0.0907
H 4.24276 0.62097 0.95987 -1.8 0.4 -1.9 0.0734
C 6.40174 2.54444 3.04752 0.0 0.1 -0.4 -0.1198
H -6.30414 -0.15874 -0.83396 1.6 0.2 1.6 0.1233
H 3.86432 1.04336 -0.90180 -0.9 -0.9 2.1 0.0759
C 8.17668 1.19399 3.34254 0.0 0.0 0.1 -0.1454
H -6.52634 -2.01357 0.85594 2.3 1.1 0.4 0.0857
H 0.41374 -3.90918 -0.16198 -1.5 -0.6 0.1 0.0481
H 1.90967 -0.76158 1.07227 1.5 -0.1 -2.3 0.1142
H -4.66571 -0.14742 -2.56786 1.4 -1.0 1.4 0.1162
H -4.47818 3.43808 -1.98259 -0.6 -1.9 1.5 0.0964
N 0.12760 -0.62580 -0.65124 -0.8 -0.4 -2.3 -0.1933
H 2.64639 1.58290 0.46359 1.6 -1.9 -0.7 0.0879
C 7.13858 1.80870 4.00617 0.3 -0.2 0.1 -0.1171
H 6.77419 2.73920 0.84464 0.0 -0.1 0.2 0.1048
H 8.72051 1.21559 1.29063 -0.3 0.1 0.3 0.1470
H -0.23377 0.33627 -0.46654 0.5 -1.1 -0.1 0.0743
C 3.39200 0.71412 0.13157 0.1 0.0 0.8 -0.1757
H 1.80614 0.34094 -1.80838 -0.7 -1.8 0.8 0.1107
O -0.49193 -4.28750 0.04041 0.0 1.6 -1.6 -0.3931
H -5.77202 0.83841 0.74027 0.5 -1.8 -1.6 0.1305
C 1.52726 -0.63456 -1.22504 1.2 -0.1 1.4 -0.3101
C -4.97978 2.57978 -1.35658 -0.2 -0.3 0.4 -0.0411
C -5.49579 -1.43316 0.98415 -0.4 0.6 -0.3 -0.1001
P -1.78139 -3.21963 -0.47382 -1.3 -1.3 2.7 0.7346
N -4.07549 0.09095 -0.47213 -1.4 2.1 -0.7 -0.1435
C 7.01309 2.35687 1.82799 -0.1 0.0 0.0 -0.1509
C -2.40644 -0.43990 -2.47618 -1.0 0.8 -0.5 -0.2874
C 2.56694 -0.70222 0.08025 0.0 0.6 -0.5 -0.2474
H 1.68344 -1.57205 -1.91553 -0.3 1.9 1.3 0.0836
N 8.08919 1.52919 2.01638 0.0 0.0 0.0 -0.0044
H 8.96725 0.54740 3.69930 -0.2 0.1 0.0 0.1041
O -2.74989 2.10837 -0.05891 -7.3 -2.9 -3.4 -0.0532
H 5.52099 3.14711 3.22749 0.2 -0.1 -0.1 0.0915
H -4.57587 -2.06960 0.63707 -1.9 1.0 0.8 0.0437
H -2.54201 -0.63582 -3.64605 0.4 0.2 2.6 0.0995
Si -1.02527 -1.56057 -1.72781 1.2 1.6 -0.8 0.4352
H -5.62778 3.07144 -0.49910 1.3 -1.0 -1.9 0.0979
O -3.08109 -4.08782 -1.24159 0.7 0.0 1.7 -0.4119
H -5.34353 -1.08793 2.10619 -0.3 -1.0 -2.4 0.0893
H -4.17724 -1.77455 -1.75126 0.7 2.6 0.4 0.1212
C -3.88739 -0.61891 -1.79635 -0.7 0.4 -1.9 -0.2601
H -3.70134 -4.34550 -0.47373 1.6 0.6 -1.8 0.0629
H -0.21630 -2.03362 -2.87999 0.1 0.0 0.0 -0.0320
C -3.89243 1.59644 -0.58961 6.0 2.1 1.5 -0.2949
H -5.68329 1.98081 -2.09466 1.5 1.1 1.7 0.0827
H -1.99136 0.67774 -2.41211 -1.1 -2.3 0.0 0.0939
```
Forces are in eV/Å.

***

No. 3
Formula: BF4H22O11
Source: OMol25
Level of theory: ωB97M-V/def2-TZVPD

Calculated values
F_max = 3.70 eV Å⁻¹
energy above the lowest of the compared OMol25 structures with the same formula, charge and spin = 1.080 eV
LUMO energy = 0.0860 hartree
charge = -1
electronic energy = -1265.48978 hartree
E_HOMO = -6.8359 eV
Kohn-Sham gap = 9.2 eV

Structure (XYZ):
```
38
Properties=species:S:1:pos:R:3:forces:R:3:lowdin_charge:R:1
H -2.96516 -0.97147 0.91313 -0.9 0.2 -0.8 0.0382
H 0.42084 1.07753 -3.07987 0.7 0.9 0.5 0.0003
H 1.55284 1.67253 3.53013 -0.2 0.1 -0.4 0.0507
H -2.33516 0.37253 -1.77487 0.5 -0.9 0.1 -0.0121
F 1.91884 -0.59647 1.11913 0.0 -0.3 -0.4 0.0992
H -0.19916 -0.26647 -3.16787 -0.1 -1.3 0.6 -0.0178
H -3.41016 1.38153 -2.00587 -0.8 0.4 0.0 0.0396
O 1.73284 -2.70447 -3.04987 -2.0 -0.4 0.1 -0.0300
H 2.46184 -3.11647 -3.45787 1.4 -0.5 -0.6 0.0064
B 1.45384 -0.00047 -0.08187 0.3 1.1 1.0 -1.3174
H -0.74316 3.07753 0.23513 -0.7 -0.2 0.3 0.0120
O -1.66716 -1.49947 -1.85887 0.5 0.7 0.7 -0.0115
H 1.61784 1.97953 2.02913 1.0 -0.3 -1.4 0.0102
H -0.22716 0.70353 3.01713 3.2 1.6 -0.9 -0.0819
O -0.18316 0.56853 -3.59387 -0.4 0.3 -1.5 -0.0268
H 1.90384 -1.36147 3.95413 -0.3 -2.0 0.6 0.0157
H -0.70016 1.98753 -1.81487 -0.3 0.8 0.0 0.0028
O 1.09784 2.11753 2.79313 -0.6 0.4 1.6 -0.0286
H -0.07816 -3.25547 0.42213 0.9 0.8 1.8 0.0714
H -1.48816 -0.72147 0.44113 0.6 0.6 -1.4 -0.0223
F 0.08084 0.19353 -0.01987 -0.5 -0.9 -0.4 0.1546
O 0.01384 2.64153 -1.67787 -0.7 0.0 -0.6 -0.0562
H -0.83116 2.43253 1.62413 -0.4 0.2 -0.1 0.0001
H -2.16416 -1.99947 -2.47787 -0.6 -0.8 -0.9 0.0490
O -2.47216 1.29953 -1.91887 0.1 0.5 -0.1 -0.0214
O 0.39884 -2.81247 1.19513 -1.9 -2.3 -1.3 -0.0498
O 1.95084 -0.45247 3.78513 0.5 1.9 0.6 -0.0261
H 0.97184 -2.20947 0.76213 1.1 1.0 -0.3 -0.0344
H -0.93016 -2.05247 -1.59087 0.2 -0.1 0.0 0.0504
H 2.06784 -0.41547 2.84213 -0.1 0.1 -0.8 -0.0046
F 1.99484 1.26153 -0.15787 0.8 1.5 0.2 0.1495
O -1.38816 2.83253 0.93213 0.8 0.2 0.0 -0.0807
O -1.00916 0.36353 3.31913 -2.6 -0.6 2.4 -0.0213
H 2.01684 -1.93347 -2.58387 0.5 0.8 0.6 -0.0092
H 0.60684 2.13353 -1.14687 1.1 -0.3 0.8 -0.0176
O -2.05816 -0.94647 1.14513 0.0 -0.9 2.2 -0.0135
F 1.91984 -0.67747 -1.17487 -0.2 -1.3 -0.9 0.1704
H -1.33316 -0.10347 2.57513 -1.0 -1.0 -1.2 -0.0372
```
Forces are in eV/Å.

***

No. 4
Formula: C4H14N2O2
Source: OMol25
Level of theory: ωB97M-V/def2-TZVPD

Calculated values
F_max = 0.74 eV Å⁻¹
energy above the lowest of the compared OMol25 structures with the same formula, charge and spin = 0.774 eV
LUMO energy = 0.0244 hartree
electronic energy = -420.77664 hartree
E_HOMO = -8.6689 eV
Kohn-Sham gap = 9.3 eV

Structure (XYZ):
```
22
Properties=species:S:1:pos:R:3:forces:R:3:lowdin_charge:R:1
C 0.94282 1.55267 -1.27161 0.0 0.0 0.0 -0.2712
H -0.18638 -1.35090 2.60330 0.1 0.2 0.2 0.1150
H 1.46901 2.46883 -1.56192 0.1 0.0 0.1 0.1050
H 0.24950 1.20604 -3.17969 0.0 0.0 0.0 0.0739
H 1.25336 -2.29696 2.22121 0.1 0.1 0.0 0.1149
H -0.43147 2.42067 0.18491 0.2 0.1 -0.2 0.1139
H 1.24469 2.24142 0.69082 0.0 0.1 0.1 0.1099
H -0.78664 -1.93849 0.30669 0.1 -0.3 0.3 0.0484
C 0.43323 1.74422 0.15579 -0.1 -0.2 0.3 -0.2296
H 1.88666 -0.04005 1.73720 0.1 0.1 0.2 0.1167
H -0.87092 1.87426 -2.18084 0.2 0.2 -0.1 0.0730
H -2.84980 0.01288 -0.73568 0.0 0.0 -0.1 0.0534
C 1.07937 -0.44462 1.12943 0.3 0.5 -0.3 -0.2350
N -0.10278 1.21533 -2.23239 -0.5 -0.4 0.1 -0.0159
C 0.48437 -1.65239 1.79627 -0.4 -0.7 -0.1 -0.2550
H 1.66537 0.73588 -1.26045 0.1 0.1 -0.1 0.0966
O -2.08751 -0.55439 -0.88285 -0.2 -0.3 0.0 -0.0651
O -0.24070 -2.49081 0.89517 -0.1 0.3 -0.4 -0.0775
H -1.62622 -0.21814 -1.66834 0.2 0.2 0.2 0.0205
H -0.74986 0.09471 0.53159 0.2 0.6 0.0 0.0642
N 0.05389 0.57692 0.94397 -0.3 -0.5 -0.3 -0.0682
H 1.54843 -0.75329 0.18095 -0.1 -0.2 0.1 0.1122
```
Forces are in eV/Å.

***

No. 5
Formula: C23H23BrN2O3S
Source: OMol25
Level of theory: ωB97M-V/def2-TZVPD

Calculated values
F_max = 17.86 eV Å⁻¹
LUMO energy = -0.0015 hartree
electronic energy = -4196.89568 hartree
E_HOMO = -7.7827 eV
Kohn-Sham gap = 7.7 eV

Structure (XYZ):
```
53
Properties=species:S:1:pos:R:3:forces:R:3:lowdin_charge:R:1
C -4.64590 2.29387 0.47773 10.1 -13.0 0.8 0.0510
H -4.57645 2.25826 1.60113 1.4 0.0 -1.1 0.1401
H 5.37851 -0.65542 -3.50210 0.0 -0.4 0.6 0.0775
C -3.40846 2.36705 -0.55038 2.1 2.9 16.4 -0.0268
H 0.78990 0.68243 -1.65645 -0.7 0.8 -1.3 0.1180
H 6.65815 -1.27594 -2.40147 -1.7 -0.7 0.2 0.0885
C 5.79753 0.35452 -0.45690 -3.4 -3.5 4.9 -0.0226
H 1.02587 -0.75146 2.82057 1.1 -2.3 7.7 0.0041
H -7.59636 -0.40585 1.67595 -5.4 1.5 5.9 0.0278
C 1.89630 -1.21139 0.99963 -6.8 7.0 1.4 -0.3860
S 3.17914 -2.07324 1.67009 -0.1 -2.0 -0.2 1.0442
C 5.23490 -0.58995 2.36242 2.3 0.6 -3.3 -0.0050
C -5.30812 0.63807 0.14756 1.7 3.2 1.3 -0.4238
C 4.68606 -0.65151 0.00943 3.2 4.5 -17.0 -0.1861
H 6.08943 -2.25252 -3.79462 -0.6 1.3 1.5 0.1103
C -2.81425 0.00493 0.31516 -8.6 5.4 -3.7 -0.0562
H 4.87783 -3.02134 -1.75093 1.3 -4.5 1.9 0.0594
H 3.87464 -2.41216 -2.98958 -8.4 -1.9 -7.8 -0.0059
C 3.80543 -1.38552 -1.11122 -0.9 0.1 -0.7 -0.0325
C 0.75337 0.31347 -0.68222 2.3 -2.0 2.1 0.0851
C -4.21748 -0.25351 -0.55841 0.1 1.0 8.2 0.0407
H -4.13655 -0.18436 -1.52857 0.7 0.7 -5.1 0.0656
C -7.35302 -0.27677 -0.43024 1.5 0.1 -2.5 -0.1543
O -5.73256 0.06029 1.38132 -1.3 0.3 -2.2 -0.0784
C 6.43986 0.69821 0.71085 1.5 1.5 -4.2 -0.6740
C -0.06994 0.69816 0.33537 -2.2 2.6 -1.8 -0.2405
C 4.51169 -2.34694 -2.36536 6.6 8.1 9.7 -0.0607
N -2.48502 1.35316 0.05338 5.3 2.2 -3.1 -0.0565
H 5.78276 0.60125 -1.49086 0.6 0.7 -0.1 0.0836
C -0.09732 0.50426 1.68266 8.5 -6.3 -6.4 0.0180
O -0.73298 3.07084 -0.39907 -1.6 -8.3 1.5 -0.2033
C 0.84971 -0.48315 1.93957 2.5 -0.3 -7.0 0.0298
H -4.44133 -1.22699 -0.24381 -0.6 -1.8 -0.1 0.0946
N 2.51196 -1.29100 -1.02979 8.7 -4.0 -9.6 0.0968
H -0.65990 0.69169 2.38555 -6.1 2.9 6.4 0.0469
C 6.34703 0.18098 1.99499 -1.2 1.7 3.7 -0.1440
Br 7.70645 2.12766 0.36736 0.2 -0.1 0.5 0.6914
C 4.49574 -1.07840 1.09608 -1.1 -3.2 17.3 -0.5243
H -3.69160 2.36884 -1.43153 -1.9 0.0 -8.6 0.0357
C -7.04892 -0.54825 0.93231 8.3 -7.6 0.0 -0.1145
C 5.68528 -1.55330 -2.92155 2.1 -0.8 -3.4 -0.1282
H -7.13040 -1.22309 -1.10811 -0.2 2.3 0.9 0.1642
C 1.78956 -0.59033 -0.34689 -4.6 0.9 8.6 -0.3142
H -3.02903 3.36970 0.10940 -0.1 -2.1 -3.5 0.1984
C -1.10235 1.59652 -0.06430 -2.8 10.6 -2.2 -0.1371
H -2.22775 -0.60415 -0.05442 6.2 -5.9 -3.0 0.0463
H -2.96219 0.02284 1.27661 -1.3 -1.4 5.3 0.0847
H -5.36786 2.76161 0.37834 -12.0 8.5 -2.9 -0.0486
H 6.93727 0.85206 2.77909 -1.1 -2.1 -1.5 0.1391
H -6.58906 -1.82448 1.14853 -2.2 3.3 -0.9 0.2062
H 5.06813 -0.82201 3.42769 -0.4 -0.2 -1.0 0.1093
O -6.50384 0.89274 -0.50602 1.0 0.0 -2.5 -0.0564
H -8.24383 0.22965 -0.70393 -1.5 -0.6 0.1 0.1225
```
Forces are in eV/Å.

***

No. 6
Formula: C5H8O2
Source: OMol25
Level of theory: ωB97M-V/def2-TZVPD

Calculated values
F_max = 1.26 eV Å⁻¹
energy above the lowest of the compared OMol25 structures with the same formula, charge and spin = 1.278 eV
LUMO energy = 0.0244 hartree
electronic energy = -345.75800 hartree
E_HOMO = -9.3692 eV
Kohn-Sham gap = 10.0 eV

Structure (XYZ):
```
15
Properties=species:S:1:pos:R:3:forces:R:3:lowdin_charge:R:1
C 1.81991 0.33930 0.18560 0.6 0.3 0.3 -0.3633
H 0.46161 1.25959 -1.23552 0.2 0.0 -0.1 0.1252
H -2.47546 1.38617 0.42603 0.0 0.1 0.0 0.0916
H -0.01728 -1.64885 -0.55735 0.1 0.2 0.3 0.1434
O 2.91287 0.82378 0.36084 -1.1 -0.6 0.0 0.0927
C -0.06709 -0.60503 -0.21216 -0.3 -0.2 -0.2 -0.2919
H 0.43213 0.30533 1.85941 -0.3 -0.4 -0.5 0.1299
C 0.90219 0.28232 -1.02657 0.0 0.1 -0.1 -0.0524
H 1.36742 -0.13765 -1.92166 -0.2 0.1 0.0 0.1208
O -1.55898 1.09889 0.38902 -0.4 0.3 0.0 -0.0612
C 0.77201 -0.38831 1.06922 0.4 0.2 0.0 -0.0423
H -2.07953 -0.91908 0.47830 0.2 0.2 -0.1 0.1234
H -1.96379 -0.24270 -1.15929 0.1 0.1 0.1 0.1230
H 1.01395 -1.34862 1.49544 0.6 -0.1 0.5 0.1075
C -1.51997 -0.20513 -0.15132 0.0 -0.3 -0.2 -0.2466
```
Forces are in eV/Å.

***

Repeat the first record exactly.
Formula: C3H7N2
Source: OMol25
Level of theory: ωB97M-V/def2-TZVPD

Calculated values
F_max = 4.53 eV Å⁻¹
energy above the lowest of the compared OMol25 structures with the same formula, charge and spin = 6.452 eV
LUMO energy = -0.1769 hartree
charge = +1
electronic energy = -227.51724 hartree
E_HOMO = -13.5806 eV
Kohn-Sham gap = 8.8 eV

Structure (XYZ):
```
12
Properties=species:S:1:pos:R:3:forces:R:3:lowdin_charge:R:1
H -0.11559 -0.22828 -2.43781 -1.2 0.0 0.9 0.0904
N -0.44506 0.97380 0.94994 -2.7 0.0 -0.5 0.1704
H -1.24207 -1.30109 0.45899 -2.0 0.3 -0.1 0.1240
H -1.36959 1.63358 0.58438 3.8 -2.4 0.4 0.2815
H 0.04635 -1.10832 1.70617 -0.4 0.0 0.4 0.1395
C -0.40143 -0.76377 0.78100 2.4 3.1 0.6 0.0231
H 0.55367 1.29117 0.94842 -0.6 -0.1 -2.7 0.1676
N 0.58920 -0.73529 -0.20277 0.1 0.5 -3.7 -0.1907
H -0.39074 1.28183 1.87444 -1.7 -0.3 3.4 0.0864
H 1.27777 0.65123 -1.88707 0.6 0.0 0.9 0.0865
C 0.57626 -0.11783 -1.60359 0.9 -2.0 0.0 -0.1061
C 0.92124 -1.57703 -1.17212 0.6 0.7 0.3 0.1274
```
Forces are in eV/Å.

***

Question: The lowest electronic energy belongs to which entry?
Answer: C23H23BrN2O3S

***

Question: LUMO energy of number 4 (C4H14N2O2)?
Answer: 0.0244 hartree

***

Question: What is the formula in the second record?
Answer: C13H28N3O3PSi